C43H36BO3P2Sc as an isolated structure. Source: the Open Molecules 2025 dataset; level of theory: ωB97M-V/def2-TZVPD.

Cartesian coordinates (Å):
Sc  3.56205  -2.75944  -0.56395
P  -0.05236  -2.40791  0.16912
C  0.10648  -0.64229  0.86092
O  -0.59759  -0.62869  1.94951
P  -0.02033  2.69211  -0.34945
C  -0.11420  -3.51759  1.60929
C  1.30454  -2.98120  -0.90569
C  -1.62141  -2.62246  -0.70818
C  -1.64043  3.40043  -0.61006
C  0.75533  3.33877  1.13361
C  1.07054  2.94062  -1.73885
C  -1.28970  -4.21110  1.95104
C  -1.31647  -5.02414  3.08589
C  -0.17985  -5.14605  3.89496
C  0.97975  -4.43607  3.57237
C  1.00348  -3.60843  2.44841
H  -2.18076  -4.10261  1.33108
H  -2.23053  -5.56163  3.33738
H  -0.20188  -5.78569  4.77844
H  1.87438  -4.51542  4.19124
H  1.89653  -3.01815  2.23270
C  -2.78497  -1.99234  -0.23118
C  -4.01634  -2.23397  -0.84271
C  -4.10829  -3.11574  -1.92277
C  -2.95895  -3.76077  -2.39039
C  -1.71938  -3.51718  -1.79564
H  -2.71559  -1.32571  0.63042
H  -4.90750  -1.73628  -0.46165
H  -5.07267  -3.30560  -2.39621
H  -3.02514  -4.46460  -3.21952
H  -0.82950  -4.02954  -2.16379
C  1.85247  -4.29338  -0.77948
C  2.88858  -4.71634  -1.62738
C  3.39781  -3.85104  -2.61886
C  2.85043  -2.56278  -2.76886
C  1.81188  -2.13641  -1.93096
H  1.48398  -4.94351  0.01523
H  3.32596  -5.70628  -1.47987
H  4.22647  -4.17006  -3.25480
H  3.24641  -1.86838  -3.51289
H  1.39578  -1.13607  -2.03859
C  2.15953  3.34514  1.24386
C  2.77650  3.92951  2.34671
C  2.00474  4.45212  3.38707
C  0.61090  4.39274  3.31528
C  -0.01807  3.84167  2.19935
H  2.76658  2.92239  0.44242
H  3.86505  3.98041  2.38157
H  2.49548  4.90756  4.24905
H  0.00606  4.79468  4.12824
H  -1.10668  3.80644  2.13201
C  -2.75974  2.70987  -0.09972
C  -4.03457  3.25198  -0.25411
C  -4.20516  4.47591  -0.91004
C  -3.09369  5.15844  -1.42332
C  -1.81263  4.62317  -1.28410
H  -2.60575  1.75919  0.41607
H  -4.89640  2.71573  0.14760
H  -5.20424  4.89977  -1.01847
H  -3.22730  6.11504  -1.93118
H  -0.94189  5.14940  -1.68047
C  1.81506  4.13007  -1.85182
C  2.66167  4.32009  -2.94272
C  2.79027  3.32132  -3.91386
C  2.07441  2.12638  -3.78969
C  1.20294  1.93261  -2.71769
H  1.73223  4.90071  -1.08184
H  3.21971  5.25158  -3.02966
H  3.44456  3.47869  -4.77110
H  2.18218  1.34134  -4.54090
H  0.61859  1.01513  -2.61717
H  -0.32633  0.32927  0.18435
H  -0.27335  1.23748  -0.19592
O  2.86027  -1.24175  0.73044
B  1.68301  -0.48866  1.05499
O  2.04399  0.38913  2.10235
C  3.30643  0.06589  2.51753
C  3.88650  0.38647  3.73334
C  5.01061  -0.35674  4.12489
C  5.56392  -1.33300  3.29456
C  5.00984  -1.60627  2.02146
C  3.86303  -0.89786  1.69136
H  3.44101  1.17386  4.34058
H  5.45875  -0.14530  5.09848
H  6.44178  -1.88654  3.63007
H  5.45535  -2.33575  1.33513

Results
spin multiplicity: 1
E_LUMO (spin up / spin down): -5.9 / -5.8 eV
max |F|: 4.37 eV Å⁻¹
orbital gap (spin up / spin down): 0.2242 / 0.2262 Ha
highest occupied orbital energy (spin up / spin down): -12.0 / -11.9 eV
charge: +2

C43H36Cl2F9N2OPReTe as an isolated structure. Source: the Open Molecules 2025 dataset; level of theory: ωB97M-V/def2-TZVPD.

Cartesian coordinates (Å):
Re  0.63171  0.24842  -0.11099
Cl  -0.09131  -4.56231  -1.44208
C  -0.52940  -3.82056  0.05721
C  -1.19096  -4.58577  1.04362
C  -1.53581  -4.03427  2.23950
Cl  -2.34043  -5.00093  3.43866
C  -1.24489  -2.67204  2.51713
C  -1.53061  -1.99830  3.72583
C  -1.18499  -0.68734  3.86107
C  -0.56560  -0.01461  2.78978
N  -0.30286  -0.60485  1.64836
C  -0.60804  -1.93788  1.51062
C  -0.21978  -2.50665  0.27242
O  0.42411  -1.74185  -0.58522
H  -1.41837  -5.62266  0.83818
H  -2.01280  -2.53395  4.53268
H  -1.37068  -0.14876  4.77988
H  -0.28643  1.02471  2.86871
C  -1.58003  3.04183  1.44763
C  -0.66229  3.12719  0.23098
C  -1.51031  3.37100  -1.01679
C  0.34573  4.25824  0.44928
N  0.03107  1.84618  0.10551
H  -2.17104  3.95685  1.51409
H  -1.00452  2.95059  2.36840
H  -2.26194  2.19229  1.36776
H  -2.16530  4.22970  -0.86055
H  -2.12681  2.49768  -1.23370
H  -0.89390  3.57203  -1.89307
H  -0.18320  5.21023  0.53434
H  1.06259  4.34116  -0.36598
H  0.91232  4.09144  1.36703
C  5.97942  4.21681  3.92363
C  5.22730  3.14902  3.17044
C  5.35808  3.00436  1.80028
C  4.68667  2.00502  1.09273
C  4.87024  1.96070  -0.40388
C  3.86279  1.10728  1.78498
Te  3.08422  -0.59872  0.77553
C  3.67769  1.27358  3.16725
C  2.75841  0.39188  3.97294
C  4.36471  2.28481  3.83215
H  6.66924  4.74843  3.26850
H  6.55750  3.78621  4.74325
H  5.29893  4.95180  4.35918
H  6.00189  3.68833  1.25512
H  5.35211  2.87467  -0.75430
H  3.90825  1.85932  -0.91101
H  5.48479  1.11007  -0.70776
H  1.82156  0.23011  3.44320
H  2.54571  0.84546  4.94213
H  3.18980  -0.59670  4.13984
H  4.22088  2.39699  4.90331
F  -3.63272  1.16226  -7.00026
C  -3.64650  0.19529  -6.06805
F  -4.79589  0.31187  -5.38679
F  -3.69187  -0.97537  -6.72580
C  -2.44128  0.27586  -5.16759
C  -1.18217  0.43017  -5.74016
C  -0.06506  0.46894  -4.92899
C  -0.18946  0.35509  -3.54254
C  -1.45063  0.20545  -2.98820
C  -2.58179  0.16401  -3.80006
P  1.28652  0.36893  -2.44654
C  2.23724  1.78963  -3.10882
C  1.98826  3.04796  -2.57388
C  2.63798  4.16971  -3.05527
C  3.55893  4.03538  -4.08364
C  3.82331  2.79099  -4.62766
C  3.16339  1.66933  -4.14072
C  4.23505  5.26508  -4.63067
F  3.44134  5.91900  -5.49660
F  4.54380  6.13460  -3.65533
F  5.36878  4.97011  -5.28213
C  2.21590  -1.08523  -3.02363
C  1.55276  -2.16650  -3.58971
C  2.24579  -3.32585  -3.91709
C  3.60241  -3.40424  -3.66192
C  4.27592  -2.33092  -3.09108
C  3.58471  -1.17947  -2.76706
C  4.38204  -4.65262  -3.98385
F  3.59620  -5.64193  -4.43306
F  5.03759  -5.11511  -2.90932
F  5.30939  -4.42309  -4.93256
H  -1.08257  0.52331  -6.81421
H  0.91307  0.59270  -5.37946
H  -1.55227  0.11351  -1.91329
H  -3.56359  0.04760  -3.36367
H  1.29518  3.13628  -1.75571
H  2.44362  5.14335  -2.62336
H  4.54662  2.69019  -5.42542
H  3.38449  0.70163  -4.57053
H  0.48706  -2.12285  -3.77308
H  1.72537  -4.16331  -4.36128
H  5.33642  -2.40112  -2.88473
H  4.11652  -0.35406  -2.31576

Results
spin multiplicity: 2
E_LUMO (spin up / spin down): -0.6 / -0.9 eV
max |F|: 1.00 eV Å⁻¹
orbital gap (spin up / spin down): 0.2206 / 0.2121 Ha
highest occupied orbital energy (spin up / spin down): -6.6 / -6.6 eV

Record order is preserved below.
ΔE to the lowest compared entry with this formula, charge and spin: 0.0; 0.0 kcal per mole